Below is a structure of composition C35H39Br2CsN7OS, with properties calculated with ωB97M-V with the def2-TZVPD basis set.

Last column: Löwdin charge in e.
CARTESIAN COORDINATES (ANGSTROEM)
Cs 0.02531 1.02374 0.55794  1.044
C 2.88365 -2.98934 -1.42697  -0.049
C 3.40232 -1.99292 -0.42698  -0.258
C 3.35930 -2.25096 0.94003  -0.034
C 3.81333 -1.32219 1.86867  -0.269
C 3.74587 -1.61630 3.34391  -0.048
C 4.34944 -0.12527 1.40585  -0.021
C 4.42242 0.15570 0.04573  -0.261
C 5.02538 1.43708 -0.46117  -0.051
C 3.92872 -0.78024 -0.85602  -0.004
H 2.49768 -3.88166 -0.93020  0.069
H 3.67713 -3.30347 -2.10922  0.080
H 2.09156 -2.54149 -2.03138  0.048
H 2.95702 -3.19601 1.29167  0.108
H 3.60445 -0.70171 3.92037  0.076
H 4.66744 -2.08881 3.69326  0.079
H 2.91885 -2.28906 3.57213  0.075
H 4.71116 0.60473 2.12397  0.112
H 5.92869 1.23365 -1.04105  0.080
H 5.29281 2.10327 0.35862  0.067
H 4.32170 1.96408 -1.10580  0.075
H 3.94047 -0.55162 -1.91703  0.128
N -2.74452 3.34111 4.09338  0.019
C -2.51927 2.47667 3.03413  -0.973
S -2.23044 3.19500 1.50426  0.351
N -2.64826 1.21278 3.37675  -0.044
N -2.13293 0.26606 2.55873  -0.033
C -2.78019 -0.84652 2.51617  -0.225
C -4.12660 -1.01223 3.13571  -0.197
C -4.36409 -1.98376 4.10202  -0.045
C -5.62429 -2.12941 4.66703  -0.096
C -6.66422 -1.30525 4.26398  -0.108
C -6.43530 -0.33105 3.29960  -0.085
C -5.17509 -0.18165 2.74357  -0.024
C -2.17517 -2.00540 1.81800  -0.222
C -2.97899 -3.07987 1.41240  -0.019
C -2.39534 -4.16824 0.79244  -0.074
C -1.02421 -4.16824 0.58382  -0.084
C -0.31044 -3.05248 0.99578  -0.165
N -0.85359 -2.00228 1.59761  0.090
H -3.07146 4.25408 3.82651  0.049
H -3.19693 2.91243 4.88650  0.072
H -3.55193 -2.62941 4.41601  0.118
H -5.79189 -2.88634 5.42360  0.094
H -7.64887 -1.41809 4.70086  0.092
H -7.24133 0.32002 2.98443  0.098
H -4.98537 0.58966 2.00725  0.119
H -4.04587 -3.04779 1.58085  0.111
H -3.00491 -5.00547 0.47448  0.102
H -0.51799 -4.99951 0.11036  0.098
H 0.75718 -2.98887 0.82042  0.080
Br -0.81031 2.99432 -4.22829  0.783
C 0.25707 3.79988 -2.88256  -0.590
C 0.45646 5.17593 -2.96482  -0.198
C 1.20160 5.82900 -2.02489  -0.641
Br 1.44342 7.71034 -2.19359  0.714
C 1.77532 5.11668 -0.94829  -0.191
C 2.54500 5.72342 0.06923  -0.045
C 3.06512 4.96495 1.07604  -0.054
C 2.82139 3.58162 1.06511  -0.166
N 2.11608 2.98258 0.14089  -0.004
C 1.57598 3.71049 -0.86778  -0.161
C 0.78373 2.97525 -1.87020  -0.491
O 0.59814 1.72764 -1.78702  -0.416
H 0.01095 5.72472 -3.78319  0.087
H 2.70671 6.79228 0.03881  0.068
H 3.65094 5.40878 1.87015  0.099
H 3.22930 2.95064 1.85096  0.103
C 0.44107 -0.67383 -5.22671  -0.049
C -0.40897 -1.34693 -4.15432  -0.635
C -1.81632 -0.74042 -4.14234  -0.053
C -0.49173 -2.84643 -4.43178  -0.056
N 0.31487 -1.13822 -2.88922  -0.078
N -0.33171 -1.60041 -1.71285  0.009
H -0.00427 -0.81112 -6.21416  0.082
H 1.44434 -1.10427 -5.22980  0.081
H 0.52511 0.39643 -5.03424  0.046
H -2.27203 -0.81043 -5.13265  0.083
H -1.77638 0.31119 -3.85460  0.034
H -2.47578 -1.26778 -3.44839  0.070
H -0.95910 -3.02752 -5.40207  0.080
H -1.09343 -3.35954 -3.67763  0.069
H 0.50788 -3.28563 -4.43693  0.079
H 0.49564 -0.14465 -2.74696  0.073
H -0.29577 -2.61199 -1.69456  0.050
H -1.31268 -1.32412 -1.67432  0.072

Values from the calculation:
* total charge: -1
* HOMO: -0.162 Eh
* multiplicity: 1

=====

Below is a structure of composition C35H39BrF6N2O2SbSe2SiSn, with properties calculated with ωB97M-V with the def2-TZVPD basis set.

Last column: Löwdin charge in e.
CARTESIAN COORDINATES (ANGSTROEM)
Sn 0.73312 -0.93372 -1.04979  1.181
C -5.13103 -3.35940 -2.84151  -0.445
Se -3.56110 -2.82644 -1.82308  0.945
C -2.75802 -1.75284 -3.24477  -0.560
C -3.55575 -0.49645 -3.54736  -0.599
Se -2.64719 0.72028 -4.78029  0.875
C -1.50520 1.58824 -3.47504  -0.433
H -4.83789 -3.81357 -3.78669  0.015
H -5.79141 -2.51496 -3.02938  0.006
H -5.66938 -4.09771 -2.24977  0.002
H -2.67955 -2.39167 -4.12655  0.063
H -1.74737 -1.50994 -2.91284  0.020
H -3.77444 0.04507 -2.62682  0.047
H -4.50705 -0.73564 -4.02658  0.038
H -2.11347 2.07750 -2.71631  0.015
H -0.90500 2.32254 -4.00632  0.010
H -0.82508 0.86259 -3.03303  -0.037
C 0.10292 -4.80356 -2.34085  -0.025
C 1.29250 -4.57786 -1.45799  -0.334
C 2.20218 -5.57580 -1.14594  -0.069
C 3.28274 -5.23038 -0.33263  -0.095
C 3.44710 -3.94875 0.13071  -0.045
C 2.48836 -2.97059 -0.23147  -0.450
N 1.45010 -3.34246 -1.00547  0.054
N 2.46787 -1.66269 0.11650  -0.164
Si 3.84860 -0.87900 0.82734  0.388
C 5.41148 -1.20903 -0.16349  -0.166
C 3.63402 0.96891 0.88090  -0.173
C 4.11897 -1.47432 2.60018  -0.176
H -0.21743 -5.84593 -2.31845  0.071
H 0.35470 -4.53817 -3.37046  0.087
H -0.72492 -4.16933 -2.02730  0.041
H 2.06631 -6.58311 -1.51463  0.090
H 4.01033 -5.98793 -0.05835  0.095
H 4.27737 -3.69804 0.77096  0.071
H 5.32435 -0.72397 -1.13579  0.022
H 5.59994 -2.26567 -0.34437  0.012
H 6.27631 -0.79508 0.36011  0.022
H 3.47887 1.36775 -0.12151  0.032
H 4.53304 1.42931 1.29540  0.031
H 2.78127 1.26435 1.48516  0.008
H 4.55940 -2.46959 2.65583  0.008
H 3.16773 -1.50085 3.13241  0.029
H 4.78290 -0.78481 3.12557  0.017
F 1.80800 -1.39604 -4.36776  -0.400
Sb 2.97105 0.07347 -4.60709  1.330
F 3.41161 0.08989 -2.74933  -0.401
F 1.56422 1.29320 -4.25045  -0.375
F 4.15986 1.52692 -4.88439  -0.389
F 2.54905 0.10662 -6.45437  -0.388
F 4.38891 -1.14456 -4.92290  -0.385
Br -6.15327 -1.05389 3.51370  0.662
C -4.84897 -0.49095 2.23761  -0.686
C -5.07226 0.66759 1.51942  -0.144
C -4.10182 1.07593 0.61385  -0.066
C -2.95401 0.32615 0.42537  -0.038
C -2.74389 -0.82741 1.16711  -0.155
C -3.69464 -1.23671 2.08999  -0.081
C -1.47116 -1.63533 1.01348  -0.657
O -0.94979 -2.09688 2.01373  0.054
O -1.08863 -1.78444 -0.20852  -0.303
H -5.97713 1.24014 1.66907  0.091
H -4.24915 1.98885 0.04998  0.105
H -2.19596 0.64638 -0.27327  0.097
H -3.51189 -2.12061 2.68435  0.114
C 0.32768 0.70321 0.50043  -0.110
C 0.14664 1.68133 1.22581  -0.153
C -0.03973 2.79036 2.03721  -0.146
C -1.15266 2.78320 2.98455  -0.176
C -1.63026 1.56168 3.48767  -0.013
C -2.70088 1.52600 4.36089  -0.084
C -3.33473 2.70148 4.74720  -0.108
C -2.88237 3.91404 4.24696  -0.105
C -1.80403 3.95748 3.37962  -0.055
C 0.87975 3.91399 1.91051  -0.180
C 1.59823 4.09572 0.71893  -0.025
C 2.51170 5.12419 0.59025  -0.086
C 2.74072 5.99979 1.64568  -0.116
C 2.04826 5.82389 2.83604  -0.107
C 1.13173 4.79547 2.97026  -0.051
H -1.14144 0.64238 3.18797  0.114
H -3.04607 0.57153 4.73374  0.100
H -4.17996 2.66961 5.42311  0.090
H -3.37906 4.83656 4.52530  0.091
H -1.48046 4.90809 2.97406  0.107
H 1.43173 3.40509 -0.09718  0.113
H 3.05541 5.23419 -0.33913  0.101
H 3.46075 6.80212 1.54431  0.088
H 2.23251 6.48479 3.67524  0.091
H 0.62520 4.64817 3.91477  0.105

Values from the calculation:
* ⟨S²⟩: 0.785
* total charge: -2
* HOMO (spin up / spin down): -0.080 / -0.094 Eh
* multiplicity: 2

=====

Record order is preserved below.
Energy above the lowest of the compared OMol25 structures with the same formula, charge and spin: 0.863, 0.815 eV